Version one
Entry from the Open Molecules 2025 dataset: C4H8N2O as an isolated structure (wB97M-V/def2-TZVPD).

Geometry as XYZ:
```
15
Properties=species:S:1:pos:R:3:mulliken_charge:R:1
O 2.76 -0.47 -0.01 -0.366
N -0.10 1.20 -0.40 -0.575
N 1.56 -0.98 -0.56 -0.548
C 0.56 -0.55 0.13 0.534
C -0.73 -0.17 -0.57 0.265
C -2.09 -0.31 0.12 -1.277
C 0.54 0.74 0.90 -0.511
H 1.49 1.19 1.16 0.286
H 3.39 -1.14 -0.29 0.346
H -2.06 -0.05 1.18 0.214
H -0.79 -0.49 -1.62 0.377
H -2.81 0.36 -0.36 0.323
H -0.18 0.82 1.72 0.192
H 0.71 1.07 -1.04 0.395
H -2.47 -1.33 0.03 0.344
```

E_HOMO = -8.78 eV
Kohn-Sham gap = 9.79 eV

Version two
Entry from the Open Molecules 2025 dataset: a 2-piece molecular cluster, C4H8N2O overall (wB97M-V/def2-TZVPD).

Geometry as XYZ:
```
15
Properties=species:S:1:pos:R:3:mulliken_charge:R:1
O 1.16 1.10 0.48 -0.491
N 0.05 -1.52 -1.10 -0.296
N -0.96 1.36 1.28 -0.487
C 0.12 0.49 1.13 0.384
C -0.55 -0.32 -1.80 -0.057
C 0.13 -0.81 1.46 -0.757
C 0.82 -0.78 -1.76 -0.390
H 1.86 -0.79 -2.07 0.345
H -0.90 0.51 -1.17 0.167
H -1.17 -0.56 -2.65 0.232
H -0.65 2.33 1.30 0.238
H 1.00 -1.41 1.29 0.339
H -1.53 1.14 2.09 0.224
H 1.38 0.56 -0.29 0.301
H -0.77 -1.30 1.81 0.249
```

E_HOMO = -8.06 eV
Kohn-Sham gap = 9.00 eV

Name the least stable of them. version one.

Version one
Entry from the Open Molecules 2025 dataset: a 2-piece molecular cluster, C4H13NO2 overall (wB97M-V/def2-TZVPD).

Geometry as XYZ:
```
20
Properties=species:S:1:pos:R:3:mulliken_charge:R:1
O -1.28 -1.31 -1.20 -0.610
O 1.39 -1.15 -0.08 -0.507
N 0.71 -0.15 0.81 0.045
C 0.13 -0.90 1.90 -0.957
C -1.80 -0.01 -1.22 -0.130
C -0.93 0.97 -2.01 -0.902
C 1.71 0.80 1.28 -0.963
H 0.02 1.14 -1.48 0.155
H -0.39 -0.20 2.55 0.341
H 1.54 -0.71 -0.93 0.349
H 2.17 1.28 0.41 0.317
H -2.78 -0.09 -1.69 0.358
H -0.58 -1.62 1.50 0.294
H -1.44 1.92 -2.10 0.344
H 0.89 -1.44 2.47 0.374
H -0.73 0.57 -2.99 0.260
H -0.37 -1.33 -0.77 0.369
H 2.49 0.32 1.88 0.331
H 1.19 1.55 1.87 0.345
H -1.94 0.36 -0.19 0.187
```

E_HOMO = -9.42 eV
Kohn-Sham gap = 10.22 eV

Version two
Entry from the Open Molecules 2025 dataset: a 3-piece molecular cluster, C4H13NO2 overall (wB97M-V/def2-TZVPD).

Geometry as XYZ:
```
20
Properties=species:S:1:pos:R:3:mulliken_charge:R:1
O -3.01 1.79 -0.27 -0.657
O 0.42 0.58 -2.88 -0.633
N -0.47 0.28 0.28 -0.430
C 1.20 -1.21 1.26 -0.273
C 0.03 -0.97 0.62 -0.394
C 0.31 1.45 0.57 -0.993
C 1.91 -2.52 1.16 -1.058
H -3.79 1.29 0.00 0.320
H -0.68 -1.75 0.46 0.425
H 0.70 1.38 -3.33 0.313
H -0.98 0.26 -0.58 0.436
H -2.28 1.23 0.05 0.493
H 0.61 1.56 1.61 0.318
H 1.27 -3.23 0.63 0.322
H 1.26 0.13 -2.71 0.315
H 2.83 -2.44 0.60 0.244
H 2.12 -3.04 2.10 0.300
H 1.38 -0.48 2.04 0.292
H -0.26 2.30 0.21 0.345
H 1.21 1.52 -0.06 0.316
```

E_HOMO = -7.66 eV
Kohn-Sham gap = 8.37 eV

Version three
Entry from the Open Molecules 2025 dataset: a 3-piece molecular cluster, C4H13NO2 overall (wB97M-V/def2-TZVPD).

Geometry as XYZ:
```
20
Properties=species:S:1:pos:R:3:mulliken_charge:R:1
O -1.48 -2.98 4.23 -0.640
O 0.81 -0.20 2.57 -0.682
N 2.28 0.87 -1.01 -0.495
C 1.06 0.16 -0.86 -0.855
C -1.23 -0.27 -1.34 -1.237
C -0.11 0.71 -1.24 1.132
C -0.12 2.03 -1.93 -1.389
H 2.42 1.55 -1.74 0.189
H -2.34 -3.42 4.01 0.323
H 0.54 2.15 -2.84 0.335
H -2.26 0.01 -1.52 0.398
H -1.30 -0.87 -0.38 0.242
H 0.87 0.01 1.62 0.350
H 0.44 -1.09 2.45 0.321
H -1.18 2.17 -2.25 0.323
H -1.80 -2.21 4.73 0.322
H 0.16 2.88 -1.28 0.329
H 1.08 -0.72 -0.19 0.553
H 3.14 0.30 -0.94 0.224
H -0.97 -1.09 -2.08 0.259
```

E_HOMO = -7.80 eV
Kohn-Sham gap = 8.54 eV

Version four
Entry from the Open Molecules 2025 dataset: a 2-piece molecular cluster, C4H13NO2 overall (wB97M-V/def2-TZVPD).

Geometry as XYZ:
```
20
Properties=species:S:1:pos:R:3:mulliken_charge:R:1
O 0.69 -0.73 -2.87 -0.507
O 2.05 -1.19 1.80 -0.709
N 0.68 -0.03 -0.56 -0.324
C -0.98 1.46 1.49 -0.977
C -1.50 0.89 0.18 -0.624
C -0.72 -0.34 -0.23 -0.492
C 1.31 -0.80 -1.60 -0.453
H -0.76 2.52 1.47 0.290
H -0.82 -1.13 0.52 0.234
H -0.24 -0.99 -2.74 0.315
H 1.44 -0.79 1.17 0.398
H -1.73 1.35 2.27 0.321
H 1.42 -1.84 -1.30 0.300
H -0.09 1.00 1.86 0.251
H -1.20 -0.85 -1.09 0.304
H -2.55 0.64 0.25 0.374
H -1.47 1.64 -0.61 0.357
H 0.67 0.94 -0.87 0.238
H 2.29 -0.36 -1.71 0.374
H 1.52 -1.38 2.58 0.329
```

E_HOMO = -9.78 eV
Kohn-Sham gap = 10.58 eV

Name the least stable of them. version one.

Version one
Entry from the Open Molecules 2025 dataset: a 2-piece molecular cluster, C5H13NO overall (wB97M-V/def2-TZVPD).

Geometry as XYZ:
```
20
Properties=species:S:1:pos:R:3:mulliken_charge:R:1
O -0.36 -1.44 -0.87 -0.565
N 0.30 -0.26 1.79 -0.314
C -1.55 -0.13 -2.56 -1.128
C -1.43 -0.46 -1.09 -0.039
C 2.01 0.35 0.08 -0.902
C -0.62 0.42 2.39 -0.388
C 1.67 0.33 1.57 -0.421
H -2.36 0.57 -2.79 0.338
H 2.07 -0.68 -0.29 0.276
H -1.76 -1.09 -3.08 0.263
H -1.67 0.15 2.42 0.301
H -2.36 -0.94 -0.77 0.275
H -0.28 1.30 2.97 0.251
H 2.34 -0.42 2.05 0.217
H -1.30 0.44 -0.46 0.211
H 2.98 0.86 -0.07 0.363
H 1.81 1.29 2.06 0.441
H 1.23 0.89 -0.48 0.174
H -0.60 0.26 -2.95 0.290
H -0.12 -1.44 0.07 0.359
```

E_HOMO = -9.72 eV
Kohn-Sham gap = 10.76 eV

Version two
Entry from the Open Molecules 2025 dataset: one molecule with the formula C5H13NO (wB97M-V/def2-TZVPD).

Geometry as XYZ:
```
20
Properties=species:S:1:pos:R:3:mulliken_charge:R:1
O -0.69 -1.69 1.60 -0.491
N -0.60 -0.30 0.89 -0.065
C 0.57 -0.51 0.08 0.274
C 0.84 0.93 -0.65 -0.597
C -1.87 -0.13 0.19 -0.849
C 0.52 -1.63 -0.97 -1.371
C 0.87 2.13 0.28 -1.124
H 1.43 1.92 1.19 0.279
H 1.47 -1.67 -1.52 0.403
H 0.37 -2.60 -0.49 0.372
H -0.15 2.43 0.56 0.248
H 0.13 1.09 -1.47 0.314
H -1.79 -0.05 -0.89 0.272
H 1.44 -0.65 0.73 0.315
H 1.83 0.81 -1.11 0.410
H -2.57 -0.95 0.41 0.297
H -0.27 -1.48 -1.70 0.255
H -2.34 0.79 0.55 0.356
H -0.53 -1.43 2.52 0.312
H 1.34 2.99 -0.22 0.389
```

E_HOMO = -9.21 eV
Kohn-Sham gap = 10.24 eV

Version three
Entry from the Open Molecules 2025 dataset: a 2-piece molecular cluster, C5H13NO overall (wB97M-V/def2-TZVPD).

Geometry as XYZ:
```
20
Properties=species:S:1:pos:R:3:mulliken_charge:R:1
O 0.49 1.20 0.70 -0.631
N 2.30 1.69 -0.48 -0.396
C -3.14 -1.54 0.21 -1.061
C 1.74 1.16 0.67 0.691
C -1.78 -1.11 -0.46 0.184
C 2.54 0.52 1.61 -0.873
C -1.84 -1.43 -1.94 -1.329
H 2.23 -0.58 1.80 0.225
H -2.83 -1.12 -2.40 0.274
H -3.97 -1.73 -0.46 0.331
H 1.69 1.97 -1.19 0.215
H -1.50 -0.06 -0.46 0.151
H -2.96 -2.49 0.71 0.274
H -3.46 -0.75 0.89 0.296
H 3.56 0.30 1.26 0.319
H 2.53 0.92 2.60 0.264
H -1.06 -1.03 -2.48 0.425
H -0.88 -1.55 0.06 0.177
H -1.73 -2.47 -2.42 0.280
H 3.29 1.67 -0.68 0.184
```

E_HOMO = -9.88 eV
Kohn-Sham gap = 10.67 eV

Version four
Entry from the Open Molecules 2025 dataset: a 2-piece molecular cluster, C5H13NO overall (wB97M-V/def2-TZVPD).

Geometry as XYZ:
```
20
Properties=species:S:1:pos:R:3:mulliken_charge:R:1
O -2.22 1.95 -0.20 -0.641
N -0.85 -0.37 1.45 -0.705
C 1.39 -0.60 0.11 -0.758
C -0.64 -2.35 0.13 -1.332
C 1.77 0.81 -0.20 -0.269
C 1.16 1.69 -1.07 -0.591
C -0.14 -0.91 0.27 0.535
H -0.62 -2.80 -0.79 0.380
H -0.76 -0.47 -0.65 0.066
H 0.17 -2.91 0.80 0.214
H 0.09 1.62 -1.42 0.038
H -1.90 2.39 0.58 0.319
H 2.72 1.20 -0.10 0.395
H -1.59 -2.53 0.63 0.382
H -1.70 0.16 1.12 0.308
H 1.88 -0.99 0.95 0.457
H 1.51 2.54 -1.57 0.316
H -1.92 2.39 -1.03 0.298
H -0.11 0.21 1.82 0.308
H 1.74 -1.04 -0.83 0.279
```

E_HOMO = -8.80 eV
Kohn-Sham gap = 9.55 eV

Name the least stable of them. version four.

Version one
Entry from the Open Molecules 2025 dataset: a 2-piece molecular cluster, C5H12O overall (wB97M-V/def2-TZVPD).

Geometry as XYZ:
```
18
Properties=species:S:1:pos:R:3:mulliken_charge:R:1
O 1.15 5.58 -1.36 -0.644
C -1.25 -0.06 -0.18 -0.591
C 0.79 -2.68 1.89 -1.149
C -0.37 -0.68 0.89 -0.226
C 0.04 -1.94 0.82 -0.040
C -0.68 0.01 -1.62 -1.054
H -0.38 -0.22 1.88 0.311
H -0.17 -2.49 -0.09 0.277
H 0.22 -2.81 2.82 0.288
H 1.56 6.03 -2.11 0.322
H 1.06 -3.69 1.57 0.314
H -2.11 -0.74 -0.27 0.265
H -1.08 0.86 -2.17 0.312
H -0.97 -0.93 -2.05 0.300
H 0.40 0.02 -1.67 0.318
H 1.80 5.14 -0.80 0.322
H -1.73 0.81 0.28 0.380
H 1.73 -2.20 2.18 0.296
```

E_HOMO = -8.97 eV
Kohn-Sham gap = 9.90 eV

Version two
Entry from the Open Molecules 2025 dataset: a 3-piece molecular cluster, C5H12O overall (wB97M-V/def2-TZVPD).

Geometry as XYZ:
```
18
Properties=species:S:1:pos:R:3:mulliken_charge:R:1
O 1.96 1.00 1.45 -0.423
C 1.63 1.52 0.41 -0.129
C -1.57 0.38 -0.47 0.277
C -1.96 -0.61 0.59 -0.970
C -1.40 1.69 -0.27 -1.048
C 1.70 -1.79 -0.39 -0.982
H 2.48 -1.62 -1.14 0.312
H -1.13 2.36 -1.07 0.329
H 0.73 -1.51 -0.82 0.098
H -1.19 -1.39 0.70 0.218
H 1.90 -1.18 0.49 0.252
H -1.54 2.13 0.72 0.271
H 1.68 -2.85 -0.12 0.331
H -2.90 -1.11 0.33 0.310
H 1.57 0.95 -0.53 0.219
H -1.43 -0.02 -1.47 0.331
H -2.08 -0.12 1.56 0.296
H 1.38 2.59 0.35 0.307
```

E_HOMO = -9.89 eV
Kohn-Sham gap = 10.80 eV

Name the least stable of them. version two.

Version one
Entry from the Open Molecules 2025 dataset: a 2-piece molecular cluster, C4H12 overall (wB97M-V/def2-TZVPD).

Geometry as XYZ:
```
16
Properties=species:S:1:pos:R:3:mulliken_charge:R:1
C 2.27 -0.43 -1.06 -0.649
C -1.70 -0.43 1.94 -0.498
C 1.33 -0.15 -2.25 -0.760
C -1.83 0.93 1.35 -0.495
H -2.63 -1.07 2.03 0.377
H -1.43 -0.45 3.02 0.351
H 3.18 0.14 -1.10 0.302
H 2.47 -1.48 -0.85 0.275
H -1.40 1.91 1.66 0.394
H 1.63 -0.15 -0.23 0.088
H 0.31 0.04 -1.91 0.161
H -0.99 -0.94 1.27 0.259
H 1.53 0.92 -2.47 0.268
H 1.49 -0.63 -3.20 0.320
H -2.90 1.30 1.49 0.356
H -1.66 0.96 0.27 0.249
```

E_HOMO (alpha / beta) = -14.25 / -14.24 eV
Kohn-Sham gap (alpha / beta) = 10.62 / 2.64 eV
Net charge = +1
Expectation value of S² = 0.753
Spin multiplicity = 2

Version two
Entry from the Open Molecules 2025 dataset: a 2-piece molecular cluster, C4H12 overall (wB97M-V/def2-TZVPD).

Geometry as XYZ:
```
16
Properties=species:S:1:pos:R:3:mulliken_charge:R:1
C 1.68 1.64 -1.32 -1.005
C 0.77 0.86 -0.42 -0.584
C -0.89 -1.67 0.35 -0.441
C -1.50 -0.92 1.48 -0.630
H 0.13 1.43 0.28 0.349
H 1.22 2.03 -2.23 0.336
H -1.55 -1.89 -0.51 0.331
H -0.43 -2.62 0.64 0.323
H -1.12 -1.25 2.43 0.316
H -2.60 -1.00 1.40 0.311
H -0.05 0.44 -1.08 0.369
H -0.03 -1.05 -0.11 0.035
H 1.85 2.60 -0.78 0.320
H 2.56 1.11 -1.67 0.335
H -1.39 0.19 1.45 0.249
H 1.33 0.08 0.09 0.386
```

E_HOMO (alpha / beta) = -16.73 / -16.08 eV
Kohn-Sham gap (alpha / beta) = 13.77 / 5.50 eV
Net charge = +1
Expectation value of S² = 0.754
Spin multiplicity = 2

Version three
Entry from the Open Molecules 2025 dataset: a 2-piece molecular cluster, C4H12 overall (wB97M-V/def2-TZVPD).

Geometry as XYZ:
```
16
Properties=species:S:1:pos:R:3:mulliken_charge:R:1
C -0.94 -2.59 0.70 -0.752
C 1.11 2.52 -0.56 -0.710
C -0.23 -1.82 -0.39 -0.716
C 0.07 1.90 0.25 -0.338
H 1.25 3.61 -0.40 0.345
H 0.68 -1.34 0.03 0.237
H -1.31 -3.59 0.50 0.335
H 2.14 2.21 -0.28 0.318
H -0.24 -2.71 1.53 0.290
H 0.27 -2.42 -1.19 0.371
H -0.95 2.11 -0.16 0.326
H -0.01 0.78 0.22 0.026
H -0.01 2.08 1.33 0.353
H -0.83 -1.11 -0.95 0.322
H 0.94 2.33 -1.62 0.314
H -1.84 -2.06 1.00 0.280
```

E_HOMO (alpha / beta) = -16.43 / -15.14 eV
Kohn-Sham gap (alpha / beta) = 13.53 / 3.88 eV
Net charge = +1
Expectation value of S² = 0.754
Spin multiplicity = 2

Name the least stable of them. version one.